The following is a quantum chemistry calculation of C15H31AlF3O23S6 as an isolated structure in a non-equilibrium geometry, from the OMol25 dataset.

Positions of all 79 atoms, in Å:
C 0.94828 -3.00202 -3.05641
C -0.30846 -3.09482 -3.90420
C -0.76552 -1.71970 -4.38448
C -2.02933 -1.83181 -5.25729
O -3.03661 -0.90274 -4.94785
Al -3.67288 -0.96383 -3.26425
S -5.71296 -2.14823 -3.07328
O -5.72839 -2.96896 -1.86418
O -6.85784 -1.24356 -3.07245
C -6.02643 -3.36804 -4.46062
F -7.25364 -3.91736 -4.40027
F -5.88660 -2.73948 -5.64628
F -5.11976 -4.36526 -4.40216
H 0.73706 -2.37869 -2.19291
H 1.79682 -2.59324 -3.59561
H 1.20881 -3.99529 -2.71082
H -1.12281 -3.49571 -3.30588
H -0.12872 -3.69521 -4.79370
H -0.89575 -1.04953 -3.54411
H 0.05345 -1.32348 -4.98769
H -2.38719 -2.86838 -5.25750
H -1.71427 -1.64402 -6.28866
H -2.67924 -1.62472 -2.24936
H -4.01439 0.48702 -2.81149
C -0.31980 -4.62120 1.21941
C 0.62620 -4.59203 2.40293
O 1.91217 -4.31875 1.82466
S 1.72229 -3.37653 0.54009
O 1.94698 -2.02549 0.91635
O 2.40332 -3.97454 -0.54521
O 0.15263 -3.57751 0.36264
H -0.25725 -5.56717 0.67819
H -1.35193 -4.43165 1.49980
H 0.65308 -5.53278 2.94489
H 0.37908 -3.78048 3.09084
C 2.84207 1.64664 1.52692
C 3.26558 0.36180 2.19786
O 4.64643 0.59065 2.56082
S 4.85839 2.12776 2.91333
O 4.79542 2.28555 4.32765
O 5.96327 2.61629 2.17016
O 3.50259 2.68177 2.29268
H 3.19977 1.69929 0.49794
H 1.76852 1.79196 1.54249
H 3.17689 -0.49726 1.54591
H 2.69780 0.18393 3.11331
C -4.73438 5.54673 -3.88378
C -4.68724 4.35118 -4.81314
O -3.54105 3.61625 -4.38327
S -3.35797 3.76480 -2.79997
O -3.93750 2.64782 -2.16036
O -2.02640 4.18062 -2.54659
O -4.34763 5.02739 -2.60988
H -4.01208 6.31106 -4.18080
H -5.72547 5.98835 -3.82000
H -4.57853 4.63483 -5.85609
H -5.56782 3.71545 -4.69741
C 7.43679 3.62452 6.98046
C 7.60967 2.32249 6.23430
O 8.84647 1.78611 6.73829
S 9.02550 2.20033 8.27100
O 8.59757 1.13325 9.10009
O 10.30348 2.79167 8.42879
O 7.90372 3.34230 8.30958
H 8.06034 4.41438 6.55737
H 6.40258 3.95409 7.00603
H 7.66462 2.46273 5.15941
H 6.80890 1.62035 6.46892
C -3.58540 1.39578 1.26868
C -3.22860 0.59637 2.50602
O -2.39550 -0.46127 2.01768
S -1.54473 0.06562 0.75807
O -0.25027 0.45097 1.20952
O -1.74088 -0.83146 -0.31323
O -2.38634 1.39448 0.48929
H -4.37454 0.91500 0.68737
H -3.87630 2.41645 1.50101
H -4.09987 0.18388 3.00664
H -2.64824 1.19434 3.21374

Forces on the atoms, in the same order (eV/Å):
C -0.471 -0.454 -0.095
C 0.126 1.016 0.061
C 0.344 -0.620 -0.525
C 0.231 0.621 -0.364
O -0.399 -0.511 0.910
Al 1.212 0.782 -0.920
S -1.217 0.047 1.445
O 0.645 -0.616 -0.207
O -0.039 0.267 -1.040
C -0.031 0.004 -0.080
F 0.456 0.222 -0.090
F -0.142 -0.384 0.274
F -0.250 0.235 -0.180
H 0.110 0.146 0.181
H 0.121 0.145 -0.137
H 0.261 -0.099 0.187
H -0.084 -0.411 -0.026
H -0.115 -0.415 0.016
H -0.222 0.117 0.167
H 0.057 0.301 -0.058
H -0.170 -0.112 0.236
H -0.080 -0.041 -0.205
H -0.179 -0.697 -0.142
H -0.536 -0.007 0.004
C -0.014 -0.415 -0.045
C -0.204 0.299 0.220
O -0.168 -0.131 -0.157
S -0.450 -0.282 0.007
O 0.091 -0.047 -0.168
O 0.418 0.073 0.124
O 0.150 0.182 0.250
H -0.002 -0.009 0.022
H -0.002 0.214 -0.120
H 0.220 -0.048 -0.081
H -0.041 -0.018 -0.004
C 0.083 -0.142 -0.387
C -0.371 0.026 0.257
O 0.104 0.283 -0.239
S -0.642 -0.470 -0.245
O 0.281 0.289 0.133
O 0.286 0.089 0.189
O 0.078 -0.100 0.233
H 0.028 0.005 0.015
H -0.035 0.150 0.159
H 0.295 0.023 0.034
H -0.008 0.003 -0.028
C 0.213 0.228 -0.202
C -0.441 -0.196 0.061
O 0.245 0.351 0.078
S -0.220 -0.034 -0.365
O 0.038 0.390 0.537
O 0.119 -0.038 0.069
O -0.074 -0.180 -0.075
H -0.018 -0.005 -0.033
H -0.026 -0.071 0.190
H 0.213 -0.090 -0.008
H -0.019 0.036 -0.006
C 0.189 0.277 -0.292
C -0.466 -0.221 0.024
O 0.135 0.350 0.099
S -0.308 0.097 -0.354
O 0.071 -0.049 0.228
O 0.196 -0.074 0.081
O -0.058 -0.255 -0.021
H -0.002 -0.010 -0.008
H -0.023 -0.067 0.218
H 0.217 -0.096 -0.009
H -0.030 0.025 -0.054
C -0.458 -0.238 -0.150
C 0.137 0.324 0.190
O -0.073 0.022 -0.132
S -0.503 0.252 -0.076
O 0.153 -0.007 -0.044
O 0.541 -0.181 0.293
O 0.325 0.063 0.362
H 0.005 0.000 0.005
H 0.185 0.081 -0.109
H 0.046 -0.212 -0.080
H -0.036 0.016 -0.001

Values from the calculation:
Electronic energy, eV: -142908.9942
Orbital gap, hartree: 0.282
Lowest unoccupied orbital energy, eV: 1.8
ΔE to the lowest compared entry with this formula, charge and spin, kJ/mol: 0.0
Total charge: -1